Entry 1:
An isolated molecule of C11H12S at a distorted geometry. Source: the OMol25 dataset; level of theory: wB97M-V/def2-TZVPD.

Calculated values
Multiplicity = 1
E_LUMO (spin up / spin down) = -0.0177 / 0.0240 hartree
Energy relative to the best compared isomer or geometry (same formula, charge and spin) = 3.781 eV
Kohn-Sham gap (spin up / spin down) = 6.981 / 7.360 eV
Electronic energy = -824.33040 hartree

Each line ends with the Löwdin charge.
Geometry (Å):
C (-1.39925, -0.03559, 3.98531)  -0.192
C (-0.52181, 0.03641, 2.84920)  -0.124
C (-2.66040, 0.31142, 3.68144)  -0.440
C (-1.12953, 0.34434, 1.65752)  -0.485
C (-1.11352, 0.95304, -0.74950)  -0.165
C (-0.58034, 0.73554, -1.99098)  -0.052
C (-0.46936, 0.66582, 0.41985)  -0.116
C (0.66569, -0.03332, -2.21323)  -0.305
C (1.25094, -0.68199, -1.18727)  0.053
C (1.13325, -0.17861, -3.65539)  -0.032
C (2.48850, -1.32337, -0.66434)  -0.059
S (-2.88029, 0.50547, 1.97646)  0.994
H (-1.26543, -0.26184, 4.99574)  0.082
H (0.46933, -0.17038, 2.92216)  0.073
H (-3.44326, 0.41496, 4.46618)  0.086
H (-2.07704, 1.24552, -0.69837)  0.060
H (-1.17607, 1.19400, -2.83094)  0.121
H (0.65257, 0.96922, 0.54834)  0.158
H (0.30545, 0.03738, -4.24139)  0.046
H (1.52146, -1.09114, -3.80694)  0.034
H (1.84083, 0.69530, -3.71325)  0.112
H (2.97892, -1.70137, -1.46727)  0.048
H (2.27121, -2.02284, 0.02868)  0.041
H (3.13817, -0.60799, -0.31202)  0.061

=====

Entry 2:
C11H13AgN4O5S as an isolated structure at a distorted geometry. Source: the OMol25 dataset; level of theory: wB97M-V/def2-TZVPD.

Calculated values
Multiplicity = 1
E_LUMO = -0.0229 hartree
Kohn-Sham gap = 7.887 eV
Electronic energy = -1567.39490 hartree

Each line ends with the Löwdin charge.
Geometry (Å):
Ag (-0.30911, -0.89861, -1.34099)  0.648
O (-3.80771, 1.75089, -2.53279)  0.134
C (-2.65171, 1.20509, -2.17449)  -0.491
O (-2.56301, 0.05729, -1.81909)  0.065
C (-1.49811, 2.17669, -2.25769)  -0.123
O (-0.34311, 1.49809, -1.87709)  -0.214
C (0.87079, 2.19589, -2.08819)  -0.107
C (2.04749, 1.25629, -1.60089)  -0.695
O (3.05229, 1.80499, -1.18389)  0.012
O (1.82609, 0.02389, -1.68259)  -0.120
H (-4.52631, 1.09709, -2.48979)  0.143
H (-1.71151, 3.03319, -1.59569)  0.152
H (-1.42411, 2.55899, -3.28729)  0.150
H (0.89539, 3.12829, -1.50899)  0.126
H (1.00819, 2.43219, -3.15429)  0.131
N (-0.31361, 0.09589, 6.44421)  0.179
C (-0.34871, 0.01469, 5.30231)  -0.177
C (-0.39151, -0.09931, 3.88741)  -0.219
C (0.27559, 0.81289, 3.06921)  0.013
C (0.20379, 0.64449, 1.69471)  -0.097
N (-0.47351, -0.34381, 1.11991)  0.035
C (-1.10671, -1.21441, 1.90141)  -0.140
C (-1.09611, -1.14311, 3.28381)  0.002
H (0.83609, 1.62479, 3.50581)  0.124
H (0.71839, 1.32229, 1.02701)  0.115
H (-1.64021, -2.00561, 1.38901)  0.102
H (-1.61641, -1.87101, 3.88691)  0.122
N (2.34349, -2.61901, -1.77609)  0.081
C (1.38239, -2.79101, -0.85259)  -1.021
N (1.73659, -2.67091, 0.43861)  0.102
S (-0.13381, -3.41441, -1.25099)  0.579
H (3.03709, -1.90781, -1.57599)  0.099
H (2.03029, -2.60351, -2.73669)  0.097
H (2.64229, -2.31061, 0.68621)  0.117
H (1.04889, -2.84071, 1.14971)  0.078